1.
Entry from the Open Molecules 2025 dataset: 15 unconnected molecules or ions with the total composition C3H39N2O14 (the ωB97M-V functional and the def2-TZVPD basis).

Atoms and positions in Å:
C  -0.03902  -1.08738  0.66892
N  -0.30322  0.29550  0.40501
C  -1.24315  -1.92564  0.20420
N  -1.29287  -1.85597  -1.30231
C  -2.03423  -3.08440  -1.91414
H  0.76239  -1.46310  0.10969
H  -0.05189  -1.21162  1.81112
H  0.46857  0.81517  0.03307
H  -0.66702  0.82553  1.24491
H  -1.15133  -3.01395  0.63930
H  -2.25220  -1.52900  0.54058
H  -0.35860  -1.87095  -1.88177
H  -1.71831  -0.94741  -1.48618
H  -2.33374  -3.73609  -1.05499
H  -2.90482  -2.71795  -2.57050
H  -1.27816  -3.69540  -2.60684
H  -3.81960  2.29682  0.07655
H  -2.29909  2.20014  0.61671
O  -3.08192  1.75449  0.39539
H  1.52879  -2.19578  2.54740
H  0.65945  -3.57230  3.11014
O  1.14759  -3.15366  2.32249
H  0.90854  -0.46965  -3.68475
H  1.67232  -1.62768  -4.17691
O  0.80537  -1.31847  -4.09903
H  1.38746  -0.41182  4.42215
H  0.74877  -0.10374  3.29921
O  1.47435  -0.72769  3.51502
H  3.45736  1.28793  0.72264
H  4.14013  1.44183  -0.70644
O  3.69336  2.02050  0.01911
H  -0.07929  3.27959  0.61453
H  -1.50402  3.96771  0.76869
O  -1.01486  3.13738  0.79781
H  4.53080  -0.70554  1.52549
H  3.05348  -0.63124  1.97856
O  3.57932  -0.62930  1.25664
H  1.73857  2.92045  -2.30660
H  1.47640  2.68956  -3.86848
O  1.72273  2.23415  -3.01739
H  2.78824  -2.43013  -1.33734
H  2.06038  -3.73775  -1.12587
O  1.75665  -2.81175  -1.31208
H  -1.41369  1.71602  3.24823
H  -0.51329  2.18873  4.49799
O  -0.53650  1.57808  3.82802
H  2.18243  2.72010  -0.54676
H  1.67120  4.17160  -0.00653
O  1.31024  3.39060  -0.50973
H  -2.99157  0.38918  1.51151
H  -3.05238  -0.18151  2.89946
O  -2.39063  -0.06150  2.18939
H  0.18748  1.70418  -2.55076
H  -0.76560  1.16314  -1.65927
O  -0.76034  1.71328  -2.36950
H  -2.82985  0.23729  -2.72808
H  -2.97353  0.66002  -1.11624
O  -3.25763  0.10943  -1.88142

Computed properties:
- 2S+1 = 2
- total charge = 0
- HOMO energy (alpha / beta) (hartree) = -0.0798 / -0.3328
- gap between HOMO and LUMO (alpha / beta) (Ha) = 0.0822 / 0.3319

2.
Entry from the Open Molecules 2025 dataset: 16 unconnected molecules or ions with the total composition C3H39N2O16 (the ωB97M-V functional and the def2-TZVPD basis).

Atoms and positions in Å:
C  1.23612  -0.43236  0.02797
N  -0.15253  -0.69189  -0.05847
C  -0.88439  0.51241  -0.65697
O  -1.08770  1.57592  0.13514
C  1.97000  -0.72443  -1.39344
N  2.52019  -2.11979  -1.32782
H  1.53183  0.71701  0.10815
H  1.64777  -1.09298  0.71063
H  -0.64022  -0.89578  0.74776
H  -0.33166  0.84831  -1.52032
H  -1.89990  0.11476  -0.80520
H  1.14057  -0.70816  -2.14609
H  2.69523  0.19000  -1.46868
H  2.66955  -2.42786  -2.29204
H  3.44390  -2.23776  -1.01767
H  2.27938  -2.98175  3.13790
H  1.02343  -3.09303  3.73559
O  1.80627  -2.52540  3.85871
H  -0.32693  3.07649  -3.75373
H  -0.19774  3.43481  -2.23129
O  -0.74679  3.46152  -2.98545
H  -1.99751  3.96427  -1.46682
H  -2.37315  2.94461  -0.67816
O  -2.82624  3.53922  -1.20970
H  -1.63096  1.66159  1.71649
H  -0.74540  1.54664  2.96827
O  -1.71149  1.60704  2.71740
H  3.77233  2.64791  -1.58487
H  2.21921  2.56331  -1.31570
O  3.06585  2.18973  -1.78674
H  -3.99319  -0.20541  0.76818
H  -4.32947  -0.34175  2.21999
O  -4.73707  -0.27313  1.37151
H  -2.17838  0.01876  2.96270
H  -2.79001  -1.34774  3.67334
O  -2.42732  -0.96586  2.92028
H  -0.11637  2.64677  -0.04617
H  1.00581  3.97874  0.11188
O  0.63932  3.38337  -0.41559
H  -0.05566  -0.67314  3.80353
H  1.23685  -0.81010  4.49612
O  0.49543  -0.18182  4.51778
H  3.80087  -1.59528  0.78843
H  3.46886  -2.87466  1.50263
O  4.18919  -2.22057  1.36089
H  1.99881  -4.10929  0.33282
H  0.96109  -3.23697  1.35743
O  1.70987  -3.94902  1.23503
H  -1.38244  -0.28531  -3.68080
H  -1.18422  -1.50398  -2.67845
O  -1.23049  -1.22503  -3.58509
H  -3.35268  2.14819  -2.32715
H  -2.17568  2.04380  -3.40002
O  -3.13524  1.84133  -3.22815
H  -1.47580  -3.84911  2.17850
H  -1.46812  -2.40008  2.49480
O  -0.84817  -3.05624  2.07475
H  0.48873  1.16755  -2.99177
H  1.06026  0.32303  -4.11780
O  0.35617  0.88857  -3.86446

Computed properties:
- total charge = -1
- HOMO energy (hartree) = -0.2165
- gap between HOMO and LUMO (Ha) = 0.2968

3.
Entry from the Open Molecules 2025 dataset: a molecular structure, C3H39O17Y (the ωB97M-V functional and the def2-TZVPD basis).

Atoms and positions in Å:
Y  -2.45334  1.52515  2.96410
C  -0.69628  0.34199  -1.05182
C  -0.36085  -0.21385  0.31808
C  1.09704  -0.58877  0.53899
O  -0.95414  0.56439  1.30268
H  -1.76998  0.49891  -1.15501
H  -0.37582  -0.36576  -1.81635
H  -0.20273  1.30670  -1.16934
H  -0.79971  -1.19277  0.51098
H  1.46393  -1.06530  1.44807
H  1.65774  0.34581  0.52217
H  1.45226  -1.30411  -0.20276
O  -1.77279  3.52823  -1.95963
H  -1.52426  2.63488  -2.19713
H  -1.78390  4.00319  -2.79060
O  -3.85047  -0.44396  1.64721
H  -4.71167  -0.69754  1.97924
H  -3.70825  -1.01225  0.89021
O  -4.17128  1.81169  -0.95476
H  -3.25875  2.09950  -0.92871
H  -4.16461  1.04419  -1.52672
O  -1.27677  3.34720  1.98685
H  -0.57291  3.41147  1.34135
H  -1.56148  4.25099  2.12227
O  3.23415  1.98003  2.09727
H  2.81303  1.51395  2.81954
H  3.81522  2.60954  2.52423
O  -0.94218  -3.40914  -0.50179
H  -1.44321  -2.77561  0.01186
H  -0.08280  -3.43330  -0.08097
O  0.92598  -3.98731  1.90831
H  0.75544  -4.92875  1.93717
H  0.10072  -3.58547  2.17982
O  2.84920  0.75842  -2.38237
H  3.45954  0.70405  -3.11773
H  2.47055  -0.11846  -2.31944
O  4.47049  -0.61860  1.11185
H  3.89929  -1.11436  0.52518
H  3.90756  0.06633  1.47271
O  -2.79869  0.27143  -3.52183
H  -3.16775  -0.56591  -3.80268
H  -1.96621  0.33583  -3.98987
O  1.11329  3.00506  0.72938
H  0.84132  2.08754  0.74968
H  1.98100  3.00717  1.13350
O  1.55410  0.56487  3.92276
H  2.03391  0.83075  4.70718
H  1.35986  -0.36190  4.06287
O  -3.57472  -1.90359  -0.48720
H  -3.93444  -2.76520  -0.27638
H  -3.54208  -1.88464  -1.44366
O  2.30124  -2.17994  3.80342
H  2.26747  -2.71020  4.59960
H  2.33988  -2.81840  3.09131
O  -0.34340  1.04265  -4.38121
H  0.14861  1.74034  -3.94833
H  0.03752  0.98859  -5.25769
O  2.35683  -1.72017  -3.38957
H  3.24700  -2.06727  -3.33175
H  1.81129  -2.38831  -2.97458

Computed properties:
- 2S+1 = 2
- total charge = +1
- HOMO energy (alpha / beta) (hartree) = -0.3615 / -0.4151
- gap between HOMO and LUMO (alpha / beta) (Ha) = 0.2340 / 0.2704

4.
Entry from the Open Molecules 2025 dataset: a molecular structure, C3H3BeLiO3 (the ωB97M-V functional and the def2-TZVPD basis).

Atoms and positions in Å:
O  0.93799  0.45785  0.30238
C  -0.52475  0.85689  0.32653
C  -1.13245  -0.50483  0.30139
O  -0.06069  -1.06517  -0.87410
C  1.06885  -0.63112  -0.47761
O  2.22048  -1.08347  -0.54137
Be  2.34641  0.43687  0.28639
H  -0.72072  1.51652  1.17460
H  -2.17502  -0.60029  -0.01152
H  -0.99805  -1.20470  1.13571
Li  -0.96205  1.82147  -1.62240

Computed properties:
- energy above the lowest of the compared OMol25 structures with the same formula, charge and spin (eV) = 0.365
- total charge = +2
- HOMO energy (hartree) = -0.6593
- gap between HOMO and LUMO (Ha) = 0.2430